1.
A structure of composition C41H53InN6O5P, computed with the ωB97M-V functional and the def2-TZVPD basis.

For the gap between HOMO and LUMO (spin up / spin down), the calculation gives 5.855 / 6.126 eV. The molar mass comes out at 855.7 g mol⁻¹. Its net charge is +1. For the total energy, the calculation gives -2830.2921 hartree. The value obtained for the relative energy (zero: lowest compared OMol25 entry of this formula, charge and spin) is 0.2 kcal/mol.

The geometry in XYZ format:
```
107
Properties=species:S:1:pos:R:3:forces:R:3:lowdin_charge:R:1
In 0.355537 -0.664633 0.857274 0.304 -0.722 -0.336 0.9053
P -0.872496 1.244012 -0.828768 0.566 0.518 0.069 1.1386
O 1.171907 1.686971 2.952328 -0.019 0.056 -0.080 -0.0486
O 4.811564 -3.061050 -2.396079 0.241 0.062 -0.089 0.1559
O 3.869235 -0.824048 -1.430135 -0.197 -0.044 0.115 0.0761
O 4.147070 -5.183460 -2.276573 -0.039 0.036 0.006 0.1189
O 2.016222 -0.127561 -0.417232 -0.278 -0.024 0.274 -0.1134
N -0.569999 -1.467072 2.752482 -0.038 0.208 -0.564 -0.0290
N 1.239909 -2.719913 0.100403 -0.225 0.492 -0.092 0.1156
N 2.051049 -4.597765 -0.633991 0.072 0.059 -0.013 0.2047
N 2.046515 -0.952186 2.440360 -0.733 0.188 -0.323 0.0368
N -1.767120 -1.928634 2.787454 -0.115 -0.086 0.767 0.0859
N -1.711461 -1.818400 0.430216 0.244 0.052 0.276 0.0321
C -3.704806 1.197491 -0.388100 -0.035 0.133 0.061 -0.1964
C -4.997913 1.887056 -0.844302 -0.007 -0.037 -0.064 -0.1722
C 1.596673 -1.176921 3.648038 0.006 0.083 -0.094 -0.2420
C 2.803390 -1.041910 -0.852305 0.334 0.006 -0.279 -0.5599
C 0.760553 2.023198 -4.665682 0.098 -0.003 0.102 -0.1779
C 0.252529 -0.123746 -3.026681 0.150 -0.035 0.002 -0.2046
C 4.013701 -4.016243 -1.998201 -0.048 -0.153 0.120 -0.4837
C 5.446613 0.098764 1.412965 0.046 -0.010 -0.016 -0.0607
C 2.428731 -1.231869 4.819298 0.097 -0.053 0.168 -0.0021
C -4.476757 0.524411 -2.903906 -0.015 0.154 0.022 -0.1799
C 5.436189 -2.269674 1.800339 0.033 -0.031 0.063 -0.0639
C -4.124114 -3.151769 0.311068 0.016 0.036 0.038 -0.0375
C -0.778434 4.154465 -0.693867 -0.176 -0.004 -0.013 -0.1814
C -2.343646 -2.160077 1.561402 -0.101 0.035 -0.506 -0.3443
C -3.450969 -2.803552 -0.861325 0.039 -0.003 -0.039 -0.0507
C 2.343220 -2.443876 -0.668162 0.190 -0.194 -0.021 -0.1256
C 0.251555 1.236357 -2.310391 -0.265 -0.063 0.093 -0.4170
C -0.344201 -1.601462 5.160399 -0.049 -0.055 0.045 -0.0070
C -0.837140 4.181683 2.132701 -0.078 -0.020 -0.033 -0.1786
C 0.033258 -4.784628 0.844619 0.003 -0.004 -0.162 0.0287
C 1.083935 -4.030676 0.110268 -0.062 -0.031 0.142 -0.3105
C 1.960015 1.105068 -4.447028 -0.146 -0.056 -0.077 -0.1812
C 1.496802 -0.262659 -3.925193 0.025 0.078 0.095 -0.1611
C 3.428362 -0.980950 2.153728 0.427 -0.084 0.006 -0.3072
C -2.622517 1.471168 -1.437109 0.241 -0.415 0.238 -0.3887
C 1.892204 -1.462925 6.043764 0.123 0.055 -0.153 -0.0442
C -1.903736 4.954109 -0.036579 0.163 0.031 0.048 -0.1920
C 0.172360 -1.374979 3.852700 0.077 -0.042 0.329 -0.2073
C -5.217538 1.745822 -2.364096 0.019 -0.131 0.050 -0.1835
C -2.249208 -2.138714 -0.747068 -0.002 -0.118 -0.083 -0.1512
C -1.138313 2.849938 1.447653 0.129 0.102 0.009 -0.2376
C -0.480281 2.829695 0.057074 -0.181 -0.186 0.005 -0.4103
C 0.488957 -1.650284 6.227019 -0.221 -0.052 -0.018 -0.0638
C 2.868200 -3.618174 -1.132951 -0.143 0.176 0.004 -0.0519
C -1.544205 5.341600 1.401702 -0.025 -0.121 -0.056 -0.1754
C 6.109667 -1.119991 1.415441 0.023 0.012 -0.058 -0.0706
C 0.080385 2.379113 -3.328521 0.015 -0.091 -0.131 -0.1857
C 4.113578 0.171440 1.778756 -0.172 -0.041 0.033 -0.0281
C -2.955042 0.645836 -2.693736 -0.162 0.015 -0.017 -0.1902
C 4.104396 -2.202422 2.177722 -0.138 0.091 -0.071 -0.0308
C -3.574678 -2.830671 1.531928 0.004 0.096 -0.045 0.0128
H -1.676496 -1.855592 -1.624188 -0.015 -0.072 0.061 0.0951
H 2.507348 0.977825 -5.380904 0.076 0.013 0.046 0.1152
H -1.413926 -1.723570 5.255615 0.017 -0.051 0.058 0.1119
H 1.255945 -0.923792 -4.759784 0.001 0.012 -0.017 0.1177
H -2.094625 5.852446 -0.624949 -0.067 -0.026 -0.016 0.1182
H -3.851557 0.117189 -0.296875 0.016 0.014 0.007 0.1015
H -4.050194 -3.090055 2.466562 0.015 0.012 0.018 0.1208
H 0.245229 4.353285 2.124455 0.006 -0.016 0.033 0.1068
H 1.231817 1.343092 -1.844204 0.002 -0.007 0.054 0.0963
H 0.126128 4.767583 -0.694149 0.020 -0.022 -0.085 0.1271
H 3.581578 1.112353 1.742231 -0.018 0.008 -0.024 0.1084
H -2.824622 4.364103 -0.049616 -0.036 0.040 -0.019 0.0981
H 5.948883 -3.223120 1.804321 -0.007 0.003 0.000 0.1109
H 2.314832 -0.727667 -3.375944 -0.011 -0.025 -0.030 0.0917
H -6.282286 1.654113 -2.577616 0.002 0.075 -0.039 0.1118
H 0.047162 1.524241 -5.327458 0.000 0.025 -0.033 0.1163
H -4.858381 -0.366268 -2.397998 0.023 -0.046 -0.017 0.1054
H -2.219528 2.748265 1.370087 0.013 -0.004 0.000 0.0926
H 0.231676 -0.938587 -2.293759 -0.024 -0.036 -0.077 0.0770
H -4.680935 0.400916 -3.967711 -0.019 -0.082 0.011 0.1156
H -2.661401 2.537095 -1.686653 0.050 0.004 -0.009 0.1090
H 0.458569 -5.677462 1.301041 -0.043 0.002 0.042 0.0952
H -1.040073 3.974974 -1.734475 0.082 0.046 0.013 0.0763
H 4.553804 -2.171249 -2.015212 -0.090 0.046 -0.037 0.0743
H -0.763491 -5.095361 0.165505 -0.015 0.003 0.026 0.0946
H 0.098755 -1.830995 7.218801 0.005 0.050 0.004 0.1097
H -2.453202 5.623726 1.934645 0.027 0.040 0.027 0.1119
H -0.640081 -0.216878 -3.644924 -0.037 -0.002 0.058 0.0996
H -5.842731 1.467345 -0.296065 -0.004 0.004 0.004 0.1142
H 2.646918 1.561433 -3.729316 0.035 0.021 -0.036 0.1194
H 1.073731 2.942432 -5.161257 -0.082 -0.005 -0.060 0.1140
H -1.147452 4.140401 3.176928 0.069 0.022 0.017 0.1172
H -4.868819 2.639325 -2.888588 0.005 0.007 0.014 0.1149
H -3.851836 -3.051358 -1.833685 0.029 0.007 -0.017 0.1153
H -5.066725 -3.680214 0.258980 -0.010 0.008 0.019 0.1185
H 1.731523 1.436612 3.696480 0.064 0.044 -0.064 0.0612
H 1.445228 2.573042 2.690889 0.007 0.037 0.159 0.0511
H -3.431651 1.561743 0.600124 -0.018 -0.090 0.006 0.0902
H -2.537753 -0.358016 -2.600206 -0.006 0.155 -0.134 0.0722
H 0.534051 3.285499 -2.927644 -0.006 -0.017 -0.011 0.1066
H 2.202318 -5.575943 -0.838907 -0.005 -0.030 0.032 0.1825
H 7.142608 -1.176686 1.099653 0.004 0.004 0.026 0.1097
H -2.506381 1.112794 -3.570539 0.054 -0.060 -0.011 0.1054
H 2.539251 -1.492831 6.911094 0.019 0.018 -0.011 0.1157
H -4.946063 2.947480 -0.585622 -0.030 -0.012 0.063 0.1057
H -0.973372 2.596962 -3.516238 0.001 0.072 0.051 0.0958
H -0.774233 2.019458 2.049136 -0.095 -0.019 0.026 0.0687
H 5.963472 0.995904 1.099381 0.009 0.000 0.014 0.1128
H 3.562252 -3.094575 2.471263 0.018 -0.015 -0.004 0.1233
H 3.490576 -1.068125 4.693234 -0.006 -0.042 0.039 0.1201
H -0.892851 6.216807 1.390223 -0.044 0.034 0.017 0.1120
H 0.604566 2.738516 0.203999 -0.015 0.025 0.019 0.1111
H -0.397252 -4.153954 1.618675 0.020 -0.032 0.036 0.0696
```
Forces are in eV/Å.

---

2.
A cluster of 12 separate species, C41H53N5O21 in total at a distorted geometry, computed with the ωB97M-V functional and the def2-TZVPD basis.

For the gap between HOMO and LUMO, the calculation gives 8.518 eV. Its structure (SMILES) is c1cc[nH]c1.c1cc[nH]c1.c1cc[nH]c1.c1cc[nH]c1.c1cc[nH]c1.O=C1OCCO1.O=C1OCCO1.O=C1OCCO1.O=C1OCCO1.O=C1OCCO1.O=C1OCCO1.O=C1OCCO1. The molar mass comes out at 951.9 g mol⁻¹. For the total energy, the calculation gives -3447.9160 hartree.

The geometry in XYZ format:
```
120
Properties=species:S:1:pos:R:3:forces:R:3:lowdin_charge:R:1
O -1.798591 -2.923668 -2.112470 -1.644 -0.199 0.518 0.1518
O -4.550944 -1.166696 3.549103 0.136 0.393 -0.294 0.0258
O -0.041935 -7.050303 -0.741753 0.137 -0.072 0.288 0.1468
O 0.071896 -6.192816 1.363549 0.678 -0.208 -1.605 0.0621
O -4.481959 -4.206854 0.020231 1.026 0.449 1.325 0.0916
O -1.233985 -1.002349 5.310528 -0.044 1.541 1.312 0.0865
O -3.009021 2.577803 0.405405 0.340 -0.924 -0.131 0.0687
O -0.859108 -4.830366 -2.938572 -2.323 0.589 0.347 0.0661
O 0.632469 -4.946757 -0.423311 -0.495 -0.844 -0.532 0.0450
O -6.128934 -1.823256 2.136138 0.445 -0.248 0.009 0.0484
O 0.779675 -0.384207 4.525173 -2.658 -2.038 -0.796 0.0781
O -5.207983 -3.344613 3.559276 0.114 2.464 -0.805 0.1116
O 0.284448 -2.972421 -2.834848 0.968 0.024 -0.070 0.0446
O -3.832161 3.135808 2.443329 0.055 -0.331 -0.025 0.1490
O -2.612394 -5.108713 0.904881 0.637 1.592 -0.092 0.0726
O 3.487642 2.699953 -0.275886 0.049 -0.492 -0.371 0.1419
O -3.851477 4.558720 0.717824 -0.123 1.101 0.789 0.0717
O -0.465190 -2.048798 3.592511 -0.423 -1.743 -1.149 0.0619
O 2.858904 2.238010 1.856877 0.667 0.179 -0.281 0.0068
O -3.084465 -2.896580 1.133605 0.115 -1.891 -0.328 0.1076
O 5.007723 2.696618 1.396063 -0.750 0.132 -0.027 0.0584
N 0.942128 4.588942 -4.095020 0.856 -0.338 0.673 -0.0135
N 4.230115 1.417421 -2.822245 2.439 -0.282 0.534 0.0104
N -0.247261 6.659262 0.747039 1.796 -3.528 -2.410 0.0273
N -0.906495 -0.689715 -0.683650 1.333 2.537 1.298 0.0641
N 2.358851 -1.140749 1.372158 -0.395 0.358 -0.291 0.0494
C -0.220375 0.278217 -1.433207 -1.431 -1.086 2.616 -0.1026
C 5.307578 1.464500 -3.702083 -1.610 0.049 0.097 -0.1237
C 3.190040 0.812482 -3.395958 -0.591 0.179 -1.046 -0.1743
C -4.721615 -0.015905 2.641695 -0.438 -0.744 1.084 -0.0402
C -0.015865 5.576321 1.537648 0.700 -1.299 -1.294 -0.1268
C 0.586095 5.011779 -0.558620 -0.977 0.992 0.310 -0.0993
C -3.213153 -6.168354 0.229764 -2.901 -0.195 -0.055 -0.0667
C 3.773530 2.530329 0.862137 -0.470 0.420 1.827 -0.5311
C 4.912554 2.672930 2.830145 0.967 0.791 0.324 -0.1120
C 4.896507 1.014254 -4.922459 -1.932 -0.199 -0.091 -0.0896
C -5.259934 -2.199301 3.121775 -0.888 -2.076 0.048 -0.5728
C 2.579196 -0.955613 0.043639 0.228 0.392 -1.572 -0.1494
C -0.851323 -0.370540 0.661325 0.731 1.060 -1.499 -0.1107
C -0.236393 -1.108055 4.456954 3.282 2.919 0.972 -0.5937
C -3.358048 -4.014937 0.716724 0.035 3.686 1.068 -0.5272
C -2.022076 -2.149870 5.305833 -0.392 -1.434 -0.461 -0.1081
C 3.414055 -1.811551 1.869105 0.608 -1.149 -0.009 -0.1696
C -3.579101 4.484876 -0.661625 -0.223 3.407 -1.390 -0.1598
C -0.898251 -3.535999 -2.570992 2.245 -0.690 -1.163 -0.5790
C -0.121565 0.816756 0.784549 -0.866 -1.741 1.825 -0.1151
C 3.429138 2.507606 3.170592 0.455 -1.032 -0.860 -0.0803
C 0.676050 -4.030587 0.639472 -0.522 1.140 0.710 -0.0840
C 3.769875 -1.552815 -0.344954 0.302 0.540 0.657 -0.0921
C 1.330838 6.773213 -4.433704 0.658 -1.167 0.961 -0.0953
C 2.289519 4.731004 -3.900417 0.504 1.105 -0.792 -0.1326
C 4.292823 -2.126560 0.853837 -0.365 0.620 0.520 -0.1136
C -5.979602 -0.440735 1.810513 1.744 0.624 0.301 -0.0817
C 2.581603 6.075534 -4.134087 -0.752 -0.390 0.080 -0.0977
C 1.281201 -3.969859 -3.245271 -0.398 0.413 0.537 -0.0497
C -1.759680 -2.692663 3.918245 -0.258 0.824 -1.221 -0.0606
C 0.499439 4.516993 0.784052 -1.086 2.774 -0.415 -0.0895
C 0.349428 5.794565 -4.316959 -0.361 0.386 -1.368 -0.1718
C -4.336913 -5.435286 -0.610062 1.427 -1.051 -0.512 -0.0865
C 0.065369 6.325985 -0.599633 0.817 -1.351 2.288 -0.0810
C -3.576247 3.384370 1.306134 0.003 0.319 -0.300 -0.5809
C 0.414629 -4.919859 1.884384 -0.233 0.964 -0.050 -0.0894
C 0.245455 1.191393 -0.507798 0.476 0.290 -0.863 -0.1586
C 3.507088 0.637247 -4.719596 -0.076 -0.624 -0.514 -0.1133
C -2.690669 3.350398 -0.769206 -0.044 -2.538 -1.080 -0.1306
C 0.217331 -6.150373 -0.000084 -0.543 -0.309 0.343 -0.5461
C 0.365507 -5.192192 -3.475888 1.603 -0.496 -0.046 -0.1402
H -1.705169 3.725506 -0.705829 1.355 -0.120 0.305 0.0838
H 3.443445 -2.147957 2.876711 -0.030 0.016 0.655 0.1018
H -0.248281 0.137843 -2.477147 0.414 0.305 -0.957 0.0979
H -0.456338 -4.625978 2.462174 0.259 0.366 0.045 0.0946
H 5.223526 -2.592179 1.087226 0.453 -0.341 -0.382 0.0787
H 2.958340 3.875376 -3.710597 -0.590 0.608 -0.074 0.1102
H 0.615704 3.537517 1.161561 0.501 -0.724 0.140 0.0597
H -1.684007 -3.751639 3.761221 0.340 -0.470 0.473 0.1132
H 1.676249 -3.628351 0.597946 0.241 0.442 0.426 0.1058
H -2.782302 2.746317 -1.709579 -0.071 0.302 1.066 0.1581
H 0.926968 4.415190 -1.380095 0.169 0.169 -0.389 0.0653
H 3.310665 1.609863 3.836693 -0.360 1.053 -0.665 0.1449
H -3.810477 -6.660367 0.960057 -0.136 -1.072 0.870 0.1216
H -1.424146 -1.415671 -1.074049 -0.898 -1.416 -0.712 0.0609
H 2.800114 0.250085 -5.458062 0.489 0.124 0.190 0.0864
H 1.981158 -0.330270 -0.605036 -0.241 -0.245 0.505 0.0762
H -3.072994 -1.887789 5.373916 0.052 -0.062 0.506 0.1264
H -3.801746 0.070524 2.111627 0.528 -0.006 -0.810 0.1038
H -0.701439 7.456513 0.982374 -1.381 2.654 1.032 0.0966
H 1.544426 -0.843932 1.909820 0.415 0.008 -0.416 0.1198
H -4.779584 0.851271 3.306964 -0.491 -0.078 -0.451 0.1244
H -5.821232 -0.250642 0.721831 -0.243 -0.529 0.871 0.1448
H 2.302189 0.618913 -2.834998 -0.401 -0.115 0.072 0.0887
H -0.697646 5.797354 -4.630955 0.402 0.243 0.417 0.1061
H -0.173190 5.513149 2.570152 -0.532 0.468 1.239 0.0927
H 6.168634 1.905235 -3.323303 1.550 0.528 0.184 0.0867
H 1.178126 7.846161 -4.605228 0.111 -0.744 0.018 0.0891
H 1.618244 -3.688199 -4.245461 0.553 0.390 0.538 0.1232
H -0.069478 -3.194076 0.492964 0.664 -1.004 0.130 0.1395
H 5.460970 3.581136 3.235919 -0.978 -1.016 -0.467 0.1516
H -1.648371 -2.836803 6.079793 -0.452 0.236 0.004 0.1451
H 0.952943 1.953043 -0.696955 0.391 0.890 -0.414 0.0694
H 5.416208 1.789449 3.162963 0.626 -0.423 0.179 0.1118
H 4.323976 -1.352955 -1.279819 -0.713 -0.473 0.535 0.0980
H 0.137254 1.184159 1.812936 -0.131 0.110 -1.499 0.1202
H -5.306492 -5.863019 -0.585634 -0.563 -1.048 -0.264 0.1267
H 1.314461 -4.941077 2.490981 -0.025 -0.385 0.230 0.1328
H 0.061515 7.123255 -1.314296 -0.050 -0.152 -0.471 0.0902
H -2.937739 5.364147 -1.067023 -1.448 -0.822 1.050 0.1582
H -4.549728 4.515494 -1.164517 0.216 -0.450 -0.242 0.1334
H -6.818175 0.103577 2.188727 -0.781 0.217 -0.048 0.1146
H 0.611148 -6.113969 -2.994199 0.688 -0.398 0.607 0.1092
H 0.362765 -5.441960 -4.539539 -0.720 0.373 -0.085 0.1306
H 0.540125 3.674363 -4.100971 -0.580 -0.011 0.048 0.1371
H 2.975729 3.408373 3.539066 -0.335 0.221 0.379 0.1194
H -3.988292 -5.183039 -1.577554 0.114 -0.331 -1.405 0.1173
H 2.088771 -3.977846 -2.438763 -1.136 -0.295 -1.295 0.1497
H 4.402552 1.478390 -1.830027 -0.441 0.290 0.025 0.1129
H -1.294740 -0.979481 1.409758 -0.340 -0.425 0.263 0.0785
H -2.498261 -6.858686 -0.170157 0.293 0.077 -0.802 0.1228
H -2.518257 -2.377632 3.179583 0.639 0.201 0.442 0.0922
H 5.325293 0.995398 -5.917900 0.455 0.104 0.513 0.0890
H 3.590592 6.462541 -4.107097 -0.209 0.210 0.043 0.0811
```
Forces are in eV/Å.

---

> Which of these has the highest molar mass?

C41H53N5O21

---

> Among the records above, which one has the highest molar mass?

C41H53N5O21